ORCA calculation (the ωB97M-V functional and the def2-TZVPD basis) on a gas-phase ion, C6H17N2 (charge +1).

Cartesian coordinates (Å):
C1 -2.24 -1.46 2.24
C2 -1.22 -2.03 1.22
C3 -0.01 -1.07 1.01
N1 -0.48 0.26 0.50
C4 -0.28 0.42 -0.93
C5 1.19 0.69 -1.20
C6 1.47 1.13 -2.63
N2 1.48 1.83 -0.23
H1 -2.44 -2.05 3.13
H2 -1.90 -0.48 2.56
H3 -3.17 -1.34 1.69
H4 -0.82 -3.00 1.51
H5 -1.69 -2.10 0.24
H6 0.67 -1.51 0.27
H7 0.57 -0.92 1.92
H8 -1.46 0.27 0.71
H9 -0.62 -0.40 -1.57
H10 -0.86 1.27 -1.30
H11 1.82 -0.15 -0.91
H12 2.34 1.80 -2.63
H13 1.65 0.32 -3.33
H14 0.59 1.64 -3.02
H15 1.19 2.71 -0.65
H16 2.47 1.92 -0.07
H17 0.80 1.64 0.55

DFT total energy	-348.07087	Ha
net charge	+1
SMILES string	CCCNC[C@@H](C)[NH3+]
HOMO-LUMO gap	10.642	eV
ΔE to the lowest compared entry with this formula, charge and spin	12.5	kcal/mol
multiplicity	1


ORCA calculation (the ωB97M-V functional and the def2-TZVPD basis) on 4 unconnected molecules or ions with the total composition C22H54BFOP2S.

Cartesian coordinates (Å):
C1 2.90 6.67 1.36
C2 2.06 5.60 0.56
F1 1.80 6.18 -0.70
C3 0.73 5.23 1.28
B1 0.55 3.68 1.65
P1 -0.82 3.13 2.89
S1 0.18 2.19 4.31
P2 1.59 2.21 0.95
C4 3.25 2.41 1.86
O1 1.80 2.55 -0.71
H1 3.90 6.70 0.88
H2 2.41 7.66 1.37
H3 3.06 6.24 2.37
H4 2.75 4.76 0.37
H5 0.67 5.87 2.19
H6 -0.12 5.54 0.62
H7 -1.61 4.21 3.37
H8 -1.61 2.13 2.22
H9 3.61 1.41 2.17
H10 3.98 2.90 1.16
H11 3.12 3.08 2.74
H12 2.14 1.75 -1.11
C5 1.48 1.06 -7.73
C6 2.30 1.78 -6.67
C7 1.92 1.40 -5.24
C8 0.48 1.73 -4.83
C9 0.09 3.21 -4.96
C10 0.91 4.13 -4.07
H13 0.42 1.31 -7.66
H14 1.82 1.34 -8.73
H15 1.58 -0.02 -7.63
H16 2.20 2.87 -6.81
H17 3.35 1.54 -6.82
H18 2.61 1.89 -4.55
H19 2.07 0.32 -5.11
H20 0.33 1.42 -3.79
H21 -0.22 1.13 -5.43
H22 -0.96 3.31 -4.69
H23 0.17 3.53 -6.00
H24 0.81 3.84 -3.02
H25 0.57 5.16 -4.17
H26 1.97 4.11 -4.33
C11 -3.35 -0.80 3.30
C12 -2.16 -0.82 4.24
C13 -1.22 -2.01 4.00
C14 -1.85 -3.39 4.22
C15 -2.44 -3.63 5.61
C16 -1.40 -3.56 6.72
H27 -4.00 -1.67 3.43
H28 -3.96 0.09 3.49
H29 -3.03 -0.77 2.25
H30 -2.50 -0.82 5.28
H31 -1.58 0.09 4.10
H32 -0.35 -1.90 4.64
H33 -0.85 -1.96 2.97
H34 -1.09 -4.15 4.02
H35 -2.64 -3.55 3.47
H36 -2.90 -4.62 5.62
H37 -3.25 -2.92 5.81
H38 -0.61 -4.29 6.56
H39 -1.87 -3.78 7.69
H40 -0.95 -2.57 6.79
C17 -1.20 -6.80 -1.50
C18 -0.10 -5.77 -1.25
C19 -0.24 -5.06 0.10
C20 -1.51 -4.24 0.29
C21 -1.75 -3.15 -0.75
C22 -0.66 -2.07 -0.76
H41 -2.19 -6.34 -1.54
H42 -1.03 -7.30 -2.46
H43 -1.20 -7.56 -0.72
H44 -0.09 -5.04 -2.06
H45 0.87 -6.27 -1.28
H46 0.64 -4.41 0.25
H47 -0.19 -5.81 0.90
H48 -1.49 -3.78 1.28
H49 -2.38 -4.91 0.29
H50 -2.71 -2.67 -0.54
H51 -1.83 -3.58 -1.75
H52 -0.59 -1.60 0.22
H53 -0.90 -1.30 -1.49
H54 0.31 -2.49 -1.01

DFT total energy	-2151.45768	Ha
SMILES string	C[C@H](F)CB([PH2]=S)P(C)O.CCCCCC.CCCCCC.CCCCCC
HOMO-LUMO gap	7.405	eV
multiplicity	1


Among the records above, which one has the lowest HOMO-LUMO gap?
C22H54BFOP2S